7
Properties=species:S:1:pos:R:3:forces:R:3:lowdin_spin:R:1 method="wB97M-V/def2-TZVPD" e_above_lowest_kcal_mol=93.7 orbital_gap_ev="6.00 / 7.08" molar_mass_g_mol=81.10 multiplicity=3 e_tot_ev=-16461.6075
N -1.161 -0.169 0.176 -4.195 -2.653 2.889 1.005
O 1.172 1.247 0.230 0.220 1.980 1.633 0.262
O 1.300 -1.195 0.219 0.457 -1.972 0.859 0.109
S 0.647 -0.014 -0.215 5.029 0.891 -5.506 0.368
H -1.410 -0.833 0.947 -0.893 0.867 -0.338 0.060
H -1.297 0.803 0.283 -1.518 1.378 0.663 0.036
H 0.749 0.161 -1.640 0.901 -0.491 -0.200 0.161